{"formula": "C17H21F10O10PS2Sr", "method": "ωB97M-V/def2-TZVPD", "mol_weight_g_mol": 758.05, "multiplicity": 1, "charge": 2, "gap_ev": 6.3, "elements": ["C", "C", "C", "C", "S", "C", "O", "O", "C", "O", "O", "C", "C", "C", "C", "F", "S", "O", "O", "C", "F", "F", "C", "F", "F", "C", "F", "F", "C", "F", "F", "F", "C", "O", "C", "C", "P", "O", "O", "O", "H", "H", "H", "H", "H", "H", "H", "H", "H", "H", "H", "H", "H", "H", "H", "H", "H", "H", "H", "H", "H", "Sr"], "positions_angstrom": [[-3.8432, 1.3768, 1.9508], [-3.1180, 2.0366, 0.8727], [-2.4831, 1.2330, -0.3960], [-0.9990, 1.6586, -0.7957], [-1.2842, 2.9254, -2.1349], [-2.6361, 4.1553, -1.7064], [-1.6476, 2.3834, -3.4830], [-0.0347, 3.7764, -2.2851], [-0.3541, 2.6059, 0.3633], [-0.5373, 3.7897, 0.6370], [0.5668, 1.7375, 0.9790], [0.6291, 0.3210, 0.5423], [-0.3189, -0.3608, 1.6369], [-0.5525, 0.5526, 2.9705], [-1.1806, -0.4385, 4.0693], [-0.6476, -0.2009, 5.3907], [2.4110, -0.0344, 0.9253], [2.4813, -0.2780, 2.4267], [3.1898, 1.2551, 0.7331], [3.2891, -1.3439, -0.0083], [4.6242, -0.8685, -0.2029], [2.8275, -1.6619, -1.3013], [3.4992, -2.7668, 0.7458], [4.4495, -3.4501, -0.0815], [4.1205, -2.6617, 1.9963], [2.1937, -3.6935, 0.7460], [2.3709, -4.7188, -0.2350], [0.9948, -3.0255, 0.3904], [1.9125, -4.4702, 2.1221], [0.7804, -5.3021, 1.8665], [2.9639, -5.2765, 2.5518], [1.4787, -3.5539, 3.1099], [0.1191, 0.5048, -1.0055], [1.3624, 0.8781, -1.5870], [1.3802, 1.0674, -3.0147], [2.5168, 0.2041, -3.8000], [-0.7355, -0.9766, -1.8514], [-1.8343, -0.5321, -2.8592], [0.3260, -1.9247, -2.8027], [-1.5110, -2.0452, -0.7856], [-4.2640, 2.0108, 2.8066], [-3.9365, 0.2350, 1.9210], [-3.0214, 3.1665, 0.9419], [-2.6558, 0.1143, -0.1878], [-3.1678, 1.4866, -1.3218], [-3.6349, 3.6169, -1.4869], [-2.3321, 4.8925, -0.8975], [-2.8198, 4.7282, -2.6913], [-1.3640, -0.6454, 1.2973], [0.1551, -1.3290, 2.0480], [0.4167, 0.9513, 3.4092], [-1.2318, 1.4441, 2.7797], [-2.3217, -0.3335, 4.1530], [-0.9863, -1.5423, 3.8372], [1.6970, 2.1618, -3.2033], [0.4105, 0.9285, -3.5888], [2.8339, 0.8718, -4.6873], [2.1084, -0.7500, -4.2616], [3.4582, 0.0666, -3.1721], [0.5979, -2.6653, -2.2113], [-1.6611, -2.9124, -1.2393], [-5.0504, 0.6260, -0.9353]]}